# 1
{"formula": "C9H12N5", "method": "the ωB97M-V functional and the def2-TZVPD basis", "spin_multiplicity": 1, "smiles": "N[C@H]1C=NC=[NH+][C@]1(N)c1cccnc1", "charge": 1, "total_energy_ev": -16968.997, "homo_energy_ev": -13.08, "lumo_ev": -5.64, "symbols": ["N", "N", "N", "N", "N", "C", "C", "C", "C", "C", "C", "C", "C", "C", "H", "H", "H", "H", "H", "H", "H", "H", "H", "H", "H", "H"], "xyz": [[2.5503, -1.4001, 0.6021], [-0.9941, 0.0958, -1.4038], [-1.7739, -1.9844, -0.5978], [-2.7434, 0.4118, 0.9837], [-0.6528, 1.9770, -0.0223], [3.5182, -0.6130, 0.1617], [-1.6432, -1.0914, -1.5715], [-1.5334, -1.6366, 0.6586], [3.2465, 0.6551, -0.3799], [-1.4398, -0.1613, 1.0148], [-0.5076, 0.5409, -0.1004], [1.2810, -1.0960, 0.4806], [1.9160, 1.0626, -0.3213], [0.9268, 0.1678, 0.0829], [-1.4770, 2.4640, 0.0631], [-3.0454, 0.3778, 1.9753], [4.4663, -0.8972, 0.1503], [0.5680, -1.7937, 0.7055], [1.8444, 2.0885, -0.7521], [0.1956, 2.4723, 0.2224], [3.8998, 1.3815, -0.7453], [-3.5095, 0.1422, 0.4227], [-0.6211, 0.6505, -2.1618], [-0.8325, -0.1448, 1.8482], [-1.6896, -2.5065, 1.2743], [-1.9496, -1.1629, -2.5897]], "forces_ev_per_angstrom": [[1.1, -1.7, 0.0], [-1.0, -2.7, 0.1], [0.0, -0.4, 1.2], [0.4, 1.1, 4.2], [3.1, -1.6, -0.6], [-3.9, 2.5, -0.8], [2.5, 4.3, 0.1], [-1.8, -0.1, -3.1], [-2.4, -1.2, 1.5], [0.7, -1.5, -4.6], [-1.6, 1.2, 2.0], [2.3, 2.6, -0.4], [1.5, 0.6, -1.0], [-0.4, 1.2, -1.0], [-2.2, 0.6, 0.4], [-0.4, 0.5, -1.0], [4.0, -1.9, 0.5], [-1.4, -2.0, 0.9], [-1.0, -0.9, 0.6], [-0.6, -0.1, 0.0], [1.6, 0.5, -0.5], [-0.2, -1.0, -1.1], [-0.5, 0.0, -0.5], [0.3, 1.0, 2.5], [0.4, 0.1, 1.0], [-0.6, -1.1, -0.5]]}


# 2
{"formula": "C5H6NO3S", "method": "the ωB97M-V functional and the def2-TZVPD basis", "spin_multiplicity": 1, "smiles": "N=[S@@](=O)([O-])[C@@H]1C=CC=CO1", "charge": -1, "total_energy_ev": -23748.378, "homo_energy_ev": -4.00, "lumo_ev": 3.64, "symbols": ["S", "O", "O", "O", "N", "C", "C", "C", "C", "C", "H", "H", "H", "H", "H", "H"], "xyz": [[-1.2931, -1.4065, -2.0695], [-1.9540, -0.1507, -2.4083], [-2.1878, -2.3699, -1.4326], [1.0773, -0.4406, -0.5641], [-0.4025, -2.2050, -3.0598], [-1.1180, -0.1261, 0.4918], [-0.6580, 0.9736, 1.1194], [1.5764, 0.5495, 0.2485], [0.8183, 1.1469, 1.1957], [-0.2439, -1.0025, -0.3592], [2.6752, 0.8150, 0.0503], [-2.2516, -0.3622, 0.3539], [-0.1896, -1.5866, -3.8502], [1.2987, 1.8529, 1.7035], [0.0296, -1.9537, -0.0431], [-1.4320, 1.6082, 1.4910]], "forces_ev_per_angstrom": [[0.2, -1.2, 2.1], [0.7, 0.1, -0.6], [-0.2, 0.1, 0.4], [1.1, 1.5, -0.3], [0.0, 1.4, -0.5], [-1.7, -0.3, -0.9], [0.4, -2.1, -0.4], [-0.3, -0.8, -0.1], [-1.6, -2.0, -3.2], [-0.4, 1.8, -1.3], [-1.8, -0.7, 0.3], [2.2, 0.6, 0.4], [0.2, -0.1, 0.3], [1.5, 3.0, 2.4], [-0.5, -2.0, 0.8], [0.2, 0.7, 0.7]]}


# 3
{"formula": "C7H8F3NO2", "method": "the ωB97M-V functional and the def2-TZVPD basis", "spin_multiplicity": 1, "smiles": "[H]/N=C(\\C(=O)OC)C(F)(F)F.C=C=C", "total_energy_ev": -21123.352, "homo_energy_ev": -9.88, "lumo_ev": -0.34, "symbols": ["F", "F", "F", "O", "O", "N", "C", "C", "C", "C", "C", "C", "C", "H", "H", "H", "H", "H", "H", "H", "H"], "xyz": [[-0.7644, -3.2596, 1.1288], [-2.3752, -2.5383, -0.2169], [-0.2484, -2.4251, -0.7791], [-1.0590, 1.3235, 0.5732], [-1.4131, 0.0142, -1.1857], [-0.4830, -0.9494, 2.0936], [-1.1718, 0.2774, 0.0550], [2.8791, -0.0765, -0.3386], [-1.7000, 1.1600, -1.9947], [-1.1005, -2.3067, 0.2603], [1.8938, 1.6761, 1.3019], [-0.9293, -0.9444, 0.9019], [2.4514, 0.7852, 0.5104], [-2.7455, 1.1094, -2.2712], [-0.0269, -0.1362, 2.3927], [1.1183, 2.3534, 1.0987], [-1.2729, 2.1555, -1.5546], [2.2838, -0.9117, -0.6536], [3.8788, 0.0448, -0.7733], [-1.1613, 1.0464, -2.9200], [1.9460, 1.6020, 2.3709]], "forces_ev_per_angstrom": [[-0.6, -0.1, -0.4], [1.3, 0.2, 0.6], [-0.3, 0.2, 0.0], [-0.1, 2.9, 0.9], [-0.4, 0.1, -1.4], [-0.3, -2.0, -2.1], [1.0, -1.9, 1.2], [1.3, -0.2, -0.8], [1.2, 1.7, -0.3], [-0.7, -0.8, -0.1], [0.6, -1.7, 0.5], [0.5, -0.5, 1.2], [-1.5, 1.7, 1.1], [-0.3, 0.5, 0.4], [-0.1, 2.2, 0.5], [-0.5, 1.0, -1.3], [-1.4, -2.0, -0.4], [-0.1, -0.4, 0.1], [-0.4, -0.1, 0.0], [0.3, -0.4, -0.3], [0.7, -0.4, 0.5]]}


# 4
{"formula": "C12H13AsN3O4S5Ti", "method": "the ωB97M-V functional and the def2-TZVPD basis", "spin_multiplicity": 2, "charge": -2, "total_energy_ev": -163453.403, "homo_energy_ev": [-2.19, -2.33], "lumo_ev": [4.30, 4.30], "symbols": ["As", "Ti", "S", "S", "S", "S", "S", "O", "O", "O", "O", "N", "N", "N", "C", "C", "C", "C", "C", "C", "C", "C", "C", "C", "C", "C", "H", "H", "H", "H", "H", "H", "H", "H", "H", "H", "H", "H", "H"], "xyz": [[-4.4105, 0.1562, 0.6504], [-1.6132, -0.4939, 1.9253], [-2.7433, 1.5005, 1.3240], [2.5514, 1.7908, -3.4009], [-4.3735, 0.3952, -1.5041], [-3.4243, -1.8183, 1.2953], [-6.3017, 0.4186, 1.5829], [0.0453, 0.4821, 2.7689], [1.9455, -0.2101, 3.6630], [0.7238, -2.7010, 4.2807], [-1.1940, -1.8257, 3.4214], [-0.5633, -0.6308, -0.1011], [1.0899, 1.8383, -1.2490], [-1.2358, -0.4201, -1.2371], [1.5594, 2.5674, 0.9132], [2.3349, 2.1337, -1.7672], [-1.5037, -1.3246, -3.5069], [0.0958, -1.8278, 3.6775], [0.3438, -1.8278, -1.7398], [0.6793, 2.0014, 0.0320], [1.4158, -1.9061, 0.6139], [0.7683, -0.4321, 3.3099], [3.2626, 2.5709, -0.8093], [-0.8248, -1.2814, -2.1995], [0.4750, -1.3893, -0.4251], [2.8758, 2.8719, 0.4814], [4.2325, 2.7928, -1.1933], [-0.9112, -1.9558, -4.1558], [-0.2613, 1.6937, 0.3615], [0.9105, -2.6079, -2.1975], [0.9038, -2.5362, 1.2915], [-2.5161, -1.7016, -3.3717], [1.2112, 2.7716, 1.9014], [-1.5120, -0.3142, -3.9568], [1.9450, -1.1023, 1.1388], [3.5573, 3.3391, 1.1237], [-2.1352, 0.1107, -1.2646], [0.4076, 1.3565, -1.8203], [2.1893, -2.4844, 0.1434]], "forces_ev_per_angstrom": [[-0.2, -0.3, -0.3], [0.7, -0.2, -0.2], [-0.3, -0.1, 0.3], [0.4, 0.2, -0.2], [0.1, -0.2, 0.4], [-0.8, 0.7, -0.5], [0.6, 0.0, -0.2], [-1.3, -1.0, -0.5], [-1.6, -0.9, -0.5], [-0.9, 1.1, -1.2], [1.0, 0.3, -0.6], [0.5, 0.8, 0.8], [-0.7, -0.3, 0.7], [-1.1, -0.8, -0.5], [0.4, 0.3, -0.3], [-1.3, -1.2, 0.1], [0.2, 0.4, -0.3], [0.0, -0.2, 1.3], [-0.1, -0.6, 0.0], [2.7, 1.2, 0.0], [0.7, 1.2, -0.8], [3.0, 0.9, 1.4], [-0.3, 0.8, 0.2], [0.2, 1.8, 0.1], [-0.3, -1.0, 0.9], [-1.5, -1.0, -1.3], [0.6, 0.1, 0.0], [-0.1, -0.3, -0.3], [-1.5, -0.4, -0.1], [0.4, -0.1, -0.3], [-0.5, -0.6, 0.9], [-0.1, 0.1, -0.2], [0.1, -0.1, 0.5], [-0.3, -0.5, 0.2], [-0.3, -0.1, 0.1], [0.9, 0.4, 1.0], [0.0, -0.4, 0.2], [0.3, 0.1, -0.6], [0.3, -0.4, -0.3]]}


# 5
{"formula": "C6H15N2", "method": "the ωB97M-V functional and the def2-TZVPD basis", "spin_multiplicity": 1, "smiles": "CNC[C@H]1CCC[NH2+]1", "charge": 1, "total_energy_ev": -9438.544, "homo_energy_ev": -13.19, "lumo_ev": -3.07, "symbols": ["N", "N", "C", "C", "C", "C", "C", "C", "H", "H", "H", "H", "H", "H", "H", "H", "H", "H", "H", "H", "H", "H", "H"], "xyz": [[0.1404, -1.2194, 1.9544], [-1.3551, 0.1893, -0.7698], [0.6712, 1.5590, -0.5228], [-1.3786, 1.2790, -1.7655], [0.8341, -2.4937, 2.2265], [0.5507, -0.7722, 0.5985], [-0.2128, 0.5039, 0.2264], [0.0958, 1.6046, -1.9728], [-0.5866, 0.9585, 1.1378], [0.5508, -0.5167, 2.5695], [0.6811, -2.7908, 3.2629], [-1.8480, 0.9347, -2.6888], [0.5972, 0.9473, -2.6728], [-1.1736, -0.7361, -1.1372], [-2.1371, 0.1301, -0.1012], [0.6051, 2.5235, -0.0458], [0.3179, -3.2751, 1.6672], [1.6264, -0.6327, 0.4596], [0.1205, 2.6475, -2.2867], [1.6845, 1.1955, -0.6625], [1.8986, -2.5160, 1.9906], [0.3027, -1.6364, -0.0342], [-1.9853, 2.1162, -1.4331]], "forces_ev_per_angstrom": [[1.4, 0.4, -0.7], [0.0, 0.4, 2.8], [-0.6, -1.4, -1.3], [-0.1, -0.3, -1.6], [-0.9, -0.4, 0.4], [-0.9, -0.7, 0.6], [2.0, 0.3, -0.9], [-0.8, 1.4, 1.4], [-0.6, -0.2, -0.1], [-0.3, -0.2, 0.3], [0.2, 0.3, 0.1], [-0.1, -0.2, 0.2], [0.0, -0.1, 0.0], [-0.1, -0.1, -0.4], [-0.3, -0.1, -1.0], [0.2, 0.2, 0.1], [0.2, 0.0, -0.3], [0.1, 0.1, 0.3], [0.4, -0.2, -0.6], [0.2, 0.3, 0.7], [0.1, 0.2, 0.0], [-0.1, 0.3, -0.3], [0.2, 0.0, 0.5]]}


# 6
{"formula": "C15H9BrN3OSbSe4Tc", "method": "the ωB97M-V functional and the def2-TZVPD basis", "spin_multiplicity": 1, "charge": 3, "total_energy_ev": -362353.277, "homo_energy_ev": [-16.51, -16.51], "lumo_ev": [-11.25, -11.25], "symbols": ["Sb", "Tc", "Br", "Se", "Se", "Se", "Se", "O", "N", "N", "N", "C", "C", "C", "C", "C", "C", "C", "C", "C", "C", "C", "C", "C", "C", "C", "H", "H", "H", "H", "H", "H", "H", "H", "H"], "xyz": [[-3.4746, -7.1939, -2.8859], [-1.1773, -4.0396, -1.9158], [0.8393, 6.1559, 4.8667], [-2.1298, -5.9564, -1.0935], [-2.9019, -6.1149, -5.0163], [-4.6765, -9.1109, -2.6263], [-1.9250, -4.1047, -4.0247], [0.8031, -3.5988, -1.4323], [1.3188, 2.5143, 0.2622], [1.9094, 1.3836, 0.2282], [-1.2524, -1.9766, -1.2864], [0.7274, 4.5995, 1.1211], [2.3894, -2.0284, -0.6832], [0.9713, 5.0087, 3.4622], [-2.2280, 0.1346, -0.7933], [2.5896, -0.7613, -0.2820], [1.2240, 3.2601, 1.3314], [0.1311, -0.1764, -0.4798], [1.5133, 0.2239, -0.1561], [-0.0508, -1.4765, -0.9246], [1.6078, 2.8359, 2.6587], [-1.0016, 0.6463, -0.4217], [-2.3234, -1.1891, -1.2158], [1.4791, 3.6926, 3.6946], [0.5981, 5.4508, 2.1679], [1.0641, -2.4398, -1.0340], [-3.1197, 0.7449, -0.7601], [2.0271, 1.8481, 2.8016], [3.5824, -0.4080, -0.0325], [-0.9293, 1.6730, -0.0922], [1.7764, 3.4161, 4.6967], [3.1946, -2.7446, -0.7756], [0.2359, 6.4605, 2.0343], [-3.2697, -1.6270, -1.5042], [0.4779, 4.8980, 0.1107]], "forces_ev_per_angstrom": [[0.1, 0.1, -0.2], [0.2, 0.2, 0.0], [0.0, 0.0, 0.0], [-0.1, -0.2, 0.0], [0.1, 0.1, 0.1], [-0.1, -0.1, 0.0], [-0.1, -0.2, 0.1], [0.0, 0.1, 0.0], [0.1, -0.1, 0.0], [-0.1, 0.1, 0.0], [0.0, 0.0, -0.1], [0.0, 0.0, 0.0], [0.0, 0.0, 0.0], [0.0, 0.0, -0.1], [0.0, 0.0, 0.0], [0.0, 0.0, 0.0], [0.0, 0.1, 0.1], [0.0, 0.0, 0.0], [0.1, 0.0, 0.0], [0.0, 0.0, 0.0], [0.0, 0.0, 0.0], [0.0, 0.0, 0.0], [0.0, 0.0, 0.0], [0.0, 0.0, 0.0], [0.0, 0.0, 0.0], [-0.1, -0.1, 0.0], [0.0, 0.0, 0.0], [0.0, 0.0, 0.0], [0.0, 0.0, 0.0], [0.0, 0.0, 0.0], [0.0, 0.0, 0.0], [0.0, 0.0, 0.0], [0.0, 0.0, 0.0], [0.0, 0.0, 0.0], [0.0, 0.0, 0.0]]}


# 7
{"formula": "C3H7NO2", "method": "the ωB97M-V functional and the def2-TZVPD basis", "spin_multiplicity": 1, "smiles": "CNC(=O)CO", "total_energy_ev": -8809.551, "homo_energy_ev": -9.82, "lumo_ev": 0.76, "symbols": ["O", "O", "N", "C", "C", "C", "H", "H", "H", "H", "H", "H", "H"], "xyz": [[-0.0424, 0.7771, 1.6275], [-2.2645, 0.1794, -0.8213], [0.6238, -0.1601, -0.3420], [-0.2881, 0.1242, 0.6263], [2.0238, 0.1779, -0.2115], [-1.6764, -0.4281, 0.3136], [2.6365, -0.7188, -0.0649], [-1.5890, -1.4915, 0.0624], [-2.2869, -0.3277, 1.2170], [2.3866, 0.7181, -1.0915], [2.1195, 0.8167, 0.6681], [-1.9599, 1.0910, -0.8899], [0.3171, -0.7582, -1.0938]], "forces_ev_per_angstrom": [[-0.1, -0.2, -0.3], [0.1, 0.2, -0.2], [-0.1, -0.1, 0.1], [0.1, 0.0, 0.0], [0.2, 0.1, 0.0], [0.1, -0.2, 0.2], [-0.1, 0.1, 0.0], [-0.1, 0.1, 0.2], [0.0, 0.1, -0.2], [-0.1, -0.1, 0.1], [0.0, -0.1, -0.1], [-0.1, 0.0, 0.1], [0.1, 0.1, 0.0]]}


# 8
{"formula": "C25H21Br3FMoN6O8", "method": "the ωB97M-V functional and the def2-TZVPD basis", "spin_multiplicity": 1, "charge": 1, "total_energy_ev": -266282.783, "homo_energy_ev": [-11.00, -10.98], "lumo_ev": [-4.22, -4.23], "symbols": ["Mo", "Br", "Br", "Br", "F", "O", "O", "O", "O", "O", "O", "O", "O", "N", "N", "N", "N", "N", "N", "C", "C", "C", "C", "C", "C", "C", "C", "C", "C", "C", "C", "C", "C", "C", "C", "C", "C", "C", "C", "C", "C", "C", "C", "C", "H", "H", "H", "H", "H", "H", "H", "H", "H", "H", "H", "H", "H", "H", "H", "H", "H", "H", "H", "H", "H"], "xyz": [[-0.8136, -0.1292, -0.3756], [-1.3261, -7.1894, -0.5946], [-2.4741, -3.1976, 3.2093], [-1.3173, 3.4155, -1.9105], [2.1878, -6.8370, -0.5812], [2.0867, -2.1974, -0.7371], [-2.6380, 0.3221, -1.3102], [-1.6541, -1.3571, 0.8779], [0.4047, 1.3792, 2.1377], [1.3294, -8.0493, 1.7872], [0.9413, -3.9626, 3.7578], [3.3767, 3.3493, -3.8795], [0.9699, -0.6348, 0.3897], [1.1691, -5.9923, 2.7506], [-2.3656, 0.9833, -0.2294], [-0.8887, -1.9847, -1.5646], [-0.6416, 1.3078, 1.2692], [0.4857, 1.2756, -1.7584], [1.5970, -4.0233, 1.5793], [-4.0556, 2.5972, 0.5623], [-1.1825, -3.0296, -0.7154], [-2.7668, 1.8600, 0.6061], [1.6703, 0.7028, -2.0796], [1.5652, -1.8307, 0.2864], [1.2110, -4.6163, 2.7742], [-0.4152, -1.1222, -3.7999], [2.4763, 2.6367, -3.2023], [-1.7225, 2.9034, 2.7773], [-1.5937, -2.6632, 0.5849], [-1.8290, -5.0096, 1.1109], [1.9303, -4.7880, 0.4733], [1.4339, -6.8548, 1.6823], [1.5410, -2.5631, 1.6127], [-1.6692, 2.0294, 1.5776], [-0.7370, -4.6234, -2.4488], [-0.5198, -3.5760, -3.2932], [-0.6139, -2.2453, -2.8328], [1.8589, -6.1192, 0.4962], [2.6739, 1.3239, -2.7780], [0.3184, 2.5270, -2.2052], [-1.9167, -3.6529, 1.4797], [1.2590, 3.2415, -2.9140], [-1.4364, -5.3648, -0.1488], [-1.1122, -4.3735, -1.1104], [-0.8264, -1.3993, -4.7695], [-0.2725, -3.7435, -4.3320], [-2.0820, -5.7698, 1.8369], [1.0581, 4.2496, -3.2427], [-0.9018, -0.2112, -3.4596], [-0.6507, -5.6443, -2.7960], [2.2602, -4.2564, -0.4033], [-2.6729, 3.4266, 2.8411], [4.1861, 2.8451, -4.0297], [1.0086, 0.6866, 1.8109], [0.6287, -2.2755, 2.1332], [-1.5804, 2.3016, 3.6762], [1.8125, -0.3153, -1.7482], [-3.8776, 3.6709, 0.4810], [0.8990, -6.4291, 3.6218], [2.3683, -2.1646, 2.2099], [-4.6455, 2.2696, -0.2906], [-4.6280, 2.4179, 1.4732], [-0.9116, 3.6322, 2.7493], [0.6492, -0.9252, -3.9407], [3.5914, 0.7888, -2.9842]], "forces_ev_per_angstrom": [[-0.4, 0.0, 0.2], [0.0, 0.0, 0.0], [0.0, 0.0, 0.0], [0.0, 0.0, 0.0], [0.0, 0.0, 0.0], [0.0, -0.1, 0.1], [0.2, -0.2, -0.1], [0.0, 0.1, 0.0], [0.0, 0.0, 0.0], [0.0, 0.0, 0.0], [0.0, 0.0, 0.0], [0.0, 0.0, 0.0], [-0.3, 0.1, -0.1], [-0.1, 0.0, 0.0], [0.4, 0.0, 0.2], [0.1, 0.1, 0.0], [0.1, -0.2, -0.3], [0.0, -0.2, 0.0], [-0.1, 0.1, -0.1], [0.0, 0.0, 0.0], [0.0, 0.0, -0.1], [0.1, 0.1, 0.3], [0.0, 0.0, 0.0], [0.1, 0.0, 0.0], [0.1, 0.0, 0.0], [0.0, 0.0, 0.0], [0.0, 0.0, 0.0], [0.0, 0.0, 0.0], [0.0, 0.0, 0.0], [0.0, 0.0, 0.0], [0.0, 0.0, 0.0], [0.1, 0.0, 0.1], [0.0, 0.0, -0.1], [-0.2, 0.1, -0.1], [0.0, 0.0, 0.0], [0.0, 0.0, 0.0], [0.0, 0.0, -0.1], [0.0, 0.0, 0.0], [0.0, 0.0, 0.0], [0.0, 0.0, 0.0], [0.0, 0.0, 0.0], [0.0, 0.0, 0.0], [0.0, 0.0, 0.0], [0.0, 0.0, 0.0], [0.0, 0.0, 0.0], [0.0, 0.0, 0.0], [0.0, 0.0, 0.0], [0.0, 0.0, 0.0], [0.0, 0.0, 0.0], [0.0, 0.0, 0.0], [0.0, 0.0, 0.0], [0.0, 0.0, 0.0], [0.0, 0.0, 0.0], [0.0, 0.0, 0.0], [0.0, 0.0, 0.1], [0.0, 0.0, 0.0], [0.0, 0.0, 0.0], [0.0, 0.0, 0.0], [0.0, 0.0, 0.0], [0.0, 0.0, 0.0], [0.0, 0.0, 0.0], [0.0, 0.0, 0.0], [0.0, 0.0, 0.0], [0.0, 0.0, 0.0], [0.0, 0.0, 0.0]]}